Entry from the Open Molecules 2025 dataset: C14H13ClCrF6O as an isolated structure at a distorted geometry (ωB97M-V with the def2-TZVPD basis set).

Properties
multiplicity = 5
total charge = -2
LUMO energy (alpha / beta) = 4.841 / 4.775 eV
expectation value of S² = 6.032
F_max = 0.058 hartree/bohr
frontier orbital gap (alpha / beta) = 0.16036 / 0.15797 Eh
molar mass = 398.69 g/mol

CARTESIAN COORDINATES (ANGSTROEM)
C -2.70 -1.73 -0.92
C -2.09 -1.89 -2.20
C -1.63 -0.65 -2.62
H -2.08 -2.80 -2.78
C -1.96 0.33 -1.69
C -2.64 -0.26 -0.59
H -3.09 0.22 0.24
H -3.06 -2.50 -0.24
H -1.08 -0.42 -3.51
H -1.77 1.37 -1.83
Cr -1.20 -1.41 0.65
Cl 0.36 -3.27 0.99
C 2.86 -0.54 -0.69
C 2.41 0.69 -1.28
C 1.94 0.39 -2.62
H 2.30 1.66 -0.77
C 2.06 -1.01 -2.83
C 2.64 -1.59 -1.63
H 2.76 -2.65 -1.43
H 3.22 -0.66 0.33
H 1.45 1.13 -3.26
H 1.65 -1.57 -3.66
C 1.25 1.83 2.01
C -0.01 1.04 1.79
O -0.16 0.53 0.55
C 0.01 -0.04 2.97
F 0.08 0.53 4.22
F -1.11 -0.85 3.01
F 1.09 -0.84 2.85
C -1.23 2.00 2.13
F -1.09 2.66 3.31
F -1.35 2.95 1.15
F -2.43 1.34 2.18
H 2.10 1.18 1.80
H 1.28 2.18 3.05
H 1.26 2.67 1.31

Entry from the Open Molecules 2025 dataset: one molecule with the formula C4H10BN at a distorted geometry (ωB97M-V with the def2-TZVPD basis set).

Properties
ΔE to the lowest compared entry with this formula, charge and spin = 326.0 kJ/mol
LUMO energy (alpha / beta) = -0.519 / 0.514 eV
F_max = 0.033 hartree/bohr
frontier orbital gap (alpha / beta) = 0.27418 / 0.34400 Eh
molar mass = 82.94 g/mol

CARTESIAN COORDINATES (ANGSTROEM)
B -0.96 1.04 0.17
C -1.31 -0.30 1.01
C -0.61 -1.54 0.44
C 0.84 -1.43 0.31
C 1.16 1.71 -1.29
N 0.18 1.12 -0.49
H -1.76 1.91 0.25
H -0.97 -0.14 2.04
H -2.38 -0.51 1.07
H -0.83 -2.34 1.17
H -1.06 -1.82 -0.51
H 1.42 -1.05 1.13
H 1.36 -1.73 -0.58
H 0.72 2.45 -1.98
H 1.93 2.22 -0.69
H 1.65 0.95 -1.91

Entry from the Open Molecules 2025 dataset: an isolated ion of composition C10H15N2O2 and charge +1 at a distorted geometry (ωB97M-V with the def2-TZVPD basis set).

Properties
ΔE to the lowest compared entry with this formula, charge and spin = 0.0 kJ/mol
total charge = +1
LUMO energy = -5.141 eV
F_max = 0.024 hartree/bohr
frontier orbital gap = 0.29193 Eh
SMILES = CCOC(=O)CCC[n+]1ccccn1
molar mass = 195.24 g/mol

CARTESIAN COORDINATES (ANGSTROEM)
C 3.71 -1.09 -0.54
C 3.54 -0.25 0.72
O 2.28 0.44 0.73
C 2.14 1.36 -0.22
O 3.04 1.96 -0.71
C 0.71 1.60 -0.65
C -0.26 1.52 0.53
C -1.73 1.59 0.07
N -2.35 0.26 0.13
C -2.23 -0.59 -0.87
C -2.77 -1.87 -0.83
C -3.45 -2.22 0.32
C -3.50 -1.25 1.33
N -2.98 -0.05 1.26
H 4.15 -0.52 -1.35
H 4.37 -1.93 -0.34
H 2.75 -1.49 -0.84
H 3.55 -0.90 1.58
H 4.37 0.44 0.82
H 0.49 0.83 -1.38
H 0.68 2.59 -1.08
H -0.07 2.29 1.27
H -0.09 0.57 1.04
H -2.30 2.26 0.70
H -1.81 1.95 -0.95
H -1.68 -0.26 -1.74
H -2.66 -2.56 -1.66
H -3.91 -3.18 0.43
H -3.99 -1.49 2.26

Entry from the Open Molecules 2025 dataset: one molecule with the formula C3H10OSi at a distorted geometry (ωB97M-V with the def2-TZVPD basis set).

Properties
ΔE to the lowest compared entry with this formula, charge and spin = 143.7 kJ/mol
LUMO energy = 1.031 eV
F_max = 0.077 hartree/bohr
frontier orbital gap = 0.40106 Eh
SMILES = CC[SiH2]OC
molar mass = 90.20 g/mol

CARTESIAN COORDINATES (ANGSTROEM)
C -2.36 -0.05 -0.04
C -1.05 -0.81 -0.01
Si 0.26 0.62 0.02
O 1.47 -0.48 -0.03
C 2.82 -0.17 0.00
H -3.11 -0.76 0.27
H -2.44 0.78 0.55
H -2.68 0.29 -1.12
H -0.77 -1.42 0.86
H -1.06 -1.39 -1.03
H 0.40 1.72 -1.17
H 0.33 1.38 1.30
H 3.16 0.54 0.75
H 3.32 0.09 -1.08
H 3.19 -1.04 0.38

Entry from the Open Molecules 2025 dataset: C4H3GaO2 as an isolated structure at a distorted geometry (ωB97M-V with the def2-TZVPD basis set).

Properties
ΔE to the lowest compared entry with this formula, charge and spin = 354.7 kJ/mol
multiplicity = 2
total charge = +1
LUMO energy (alpha / beta) = -6.957 / -7.115 eV
expectation value of S² = 1.377
F_max = 0.105 hartree/bohr
frontier orbital gap (alpha / beta) = 0.26593 / 0.27010 Eh
molar mass = 152.79 g/mol

CARTESIAN COORDINATES (ANGSTROEM)
O -2.44 0.51 0.42
C -1.45 -0.35 0.65
C -0.12 0.04 0.54
C 0.65 -0.51 -0.53
C 2.05 -0.37 -0.62
O 2.82 0.26 0.16
H 0.07 1.10 0.78
H 2.53 -0.94 -1.45
Ga -1.78 0.30 -1.56
H -2.34 -0.05 1.62

Entry from the Open Molecules 2025 dataset: C20H29ClMgNP as an isolated structure at a distorted geometry (ωB97M-V with the def2-TZVPD basis set).

Properties
LUMO energy = -0.034 eV
F_max = 0.053 hartree/bohr
frontier orbital gap = 0.24880 Eh
molar mass = 374.19 g/mol

CARTESIAN COORDINATES (ANGSTROEM)
C -2.71 0.16 -3.87
C -2.39 -1.05 -3.26
C -1.65 -1.09 -2.04
C -1.28 0.11 -1.44
C -1.50 1.31 -2.14
C -2.26 1.35 -3.32
C -1.46 -2.48 -1.48
C -0.18 -3.34 -1.88
N 1.15 -2.80 -1.93
Mg -0.97 0.73 0.71
C -0.90 2.61 -1.62
P 0.70 2.23 -0.77
H -2.72 -1.99 -3.72
H -2.47 2.33 -3.77
H -3.30 0.18 -4.79
H -1.53 3.14 -0.88
H -0.68 3.34 -2.42
H -1.59 -2.52 -0.38
H -2.28 -3.12 -1.87
H -0.11 -4.16 -1.14
C 1.21 3.88 -0.20
C 1.76 1.95 -2.24
H -0.37 -3.78 -2.87
C 1.52 -1.86 -2.96
C 1.95 -2.76 -0.72
H 0.80 0.67 1.27
H 2.07 -2.34 -3.78
H 0.63 -1.36 -3.38
H 2.18 -1.08 -2.53
H 2.72 -3.55 -0.70
H 2.46 -1.79 -0.65
H 1.31 -2.89 0.17
H 1.92 2.88 -2.81
H 2.72 1.56 -1.89
H 1.30 1.20 -2.91
H 1.26 4.59 -1.04
H 0.49 4.23 0.55
H 2.21 3.80 0.26
H 0.86 0.11 0.75
Cl -2.00 1.38 2.78
C -1.06 0.15 3.66
C -0.57 0.42 4.92
C 0.12 -0.59 5.63
C 0.34 -1.83 5.02
C -0.09 -2.07 3.73
C -0.80 -1.08 3.00
C -1.13 -1.25 1.60
H -0.71 1.42 5.36
H 0.44 -0.42 6.66
H 0.88 -2.62 5.56
H 0.10 -3.02 3.22
H -2.19 -1.49 1.40
H -0.45 -1.91 1.04

Entry from the Open Molecules 2025 dataset: an isolated ion of composition C4H13N2 and charge +1 at a distorted geometry (ωB97M-V with the def2-TZVPD basis set).

Properties
ΔE to the lowest compared entry with this formula, charge and spin = 137.9 kJ/mol
total charge = +1
LUMO energy = -3.477 eV
F_max = 0.021 hartree/bohr
frontier orbital gap = 0.35270 Eh
SMILES = CN(C)CC[NH3+]
molar mass = 89.16 g/mol

CARTESIAN COORDINATES (ANGSTROEM)
C 1.70 -0.23 0.46
N 0.23 -0.44 0.48
C -0.07 -1.63 1.28
C -0.36 -0.46 -0.85
C -0.51 0.98 -1.31
N -1.16 1.76 -0.19
H 1.97 0.51 1.23
H 2.03 0.20 -0.49
H 2.25 -1.14 0.65
H 0.31 -2.54 0.84
H -1.15 -1.73 1.38
H 0.37 -1.47 2.26
H 0.26 -0.97 -1.60
H -1.36 -0.89 -0.73
H 0.48 1.39 -1.46
H -1.06 1.08 -2.24
H -1.81 1.13 0.31
H -1.69 2.55 -0.54
H -0.43 1.91 0.51

Entry from the Open Molecules 2025 dataset: a 2-piece molecular cluster, C4H10S overall at a distorted geometry (ωB97M-V with the def2-TZVPD basis set).

Properties
ΔE to the lowest compared entry with this formula, charge and spin = 150.7 kJ/mol
LUMO energy = 1.008 eV
F_max = 0.048 hartree/bohr
frontier orbital gap = 0.34978 Eh
SMILES = C=C.CSC
molar mass = 90.19 g/mol

CARTESIAN COORDINATES (ANGSTROEM)
C 1.52 -2.49 1.28
C 1.94 -2.03 0.10
H 0.46 -2.36 1.46
H 2.18 -2.69 2.11
H 1.19 -1.71 -0.61
H 2.98 -2.05 -0.20
C -1.88 0.92 -1.34
S -0.92 0.64 0.14
C 0.38 1.84 -0.03
H -2.48 1.83 -1.46
H -1.25 0.92 -2.23
H -2.59 0.10 -1.45
H 0.34 2.29 -1.03
H 1.33 1.47 0.33
H 0.31 2.83 0.47

Entry from the Open Molecules 2025 dataset: C38H51Cl2F4N6O6PtS2Si as an isolated structure (ωB97M-V with the def2-TZVPD basis set).

Properties
ΔE to the lowest compared entry with this formula, charge and spin = 120.5 kJ/mol
total charge = +1
LUMO energy = -5.632 eV
F_max = 0.017 hartree/bohr
frontier orbital gap = 0.17473 Eh
molar mass = 1122.06 g/mol

CARTESIAN COORDINATES (ANGSTROEM)
Pt -0.22 0.13 0.23
C -0.44 4.67 1.29
Si -0.54 3.52 -0.17
C -2.34 3.18 -0.47
C 0.15 4.23 -1.76
N 0.50 2.02 0.25
C 1.83 2.17 0.60
C 2.48 3.42 0.44
C 3.81 3.61 0.76
C 4.57 2.56 1.25
C 3.97 1.34 1.47
C 2.64 1.18 1.18
F 2.09 0.00 1.56
H -0.88 5.63 0.98
H 0.55 4.87 1.69
H -1.05 4.29 2.10
H -2.86 4.10 -0.21
H -2.76 2.39 0.15
H -2.55 2.96 -1.51
H -0.50 5.05 -2.08
H 0.14 3.47 -2.54
H 1.17 4.63 -1.71
H 1.93 4.25 0.04
H 4.26 4.58 0.61
H 5.62 2.69 1.47
H 4.52 0.50 1.87
F -0.80 2.63 3.88
C -0.84 1.30 3.87
F -1.00 0.86 5.10
F 0.32 0.84 3.39
S -2.24 0.70 2.83
O -2.42 -0.67 3.24
O -3.28 1.65 3.01
O -1.78 0.77 1.38
C 0.59 0.45 -5.50
C 0.90 -0.42 -4.30
N -0.29 -1.09 -3.78
C -1.04 -0.68 -2.77
S -0.79 0.90 -2.08
N -2.03 -1.44 -2.32
C -2.33 -2.80 -2.76
C -3.10 -2.85 -4.07
H 1.49 0.97 -5.83
H -0.16 1.20 -5.25
H 0.22 -0.14 -6.34
H 1.33 0.17 -3.49
H 1.61 -1.21 -4.55
H -0.53 -1.98 -4.20
H -2.59 -1.01 -1.59
H -2.92 -3.26 -1.97
H -1.39 -3.35 -2.81
H -4.03 -2.29 -3.99
H -3.34 -3.89 -4.31
H -2.53 -2.44 -4.91
Cl 3.67 -6.13 -3.88
C 3.29 -4.65 -3.07
C 3.97 -3.49 -3.42
C 3.64 -2.30 -2.77
C 2.64 -2.28 -1.81
C 2.00 -3.46 -1.45
C 2.33 -4.65 -2.07
C 2.27 -0.97 -1.18
O 3.06 -0.08 -0.96
O 0.97 -0.93 -0.97
H 4.73 -3.52 -4.18
H 4.17 -1.39 -3.00
H 1.25 -3.46 -0.67
H 1.84 -5.58 -1.79
C 0.80 -6.81 4.82
C 0.81 -6.94 3.29
C -0.50 -7.63 2.89
C 1.97 -7.86 2.88
C 0.93 -5.56 2.56
O 0.52 -5.69 1.19
C 2.36 -4.97 2.47
C 3.20 -4.68 3.73
C 2.82 -3.45 4.51
C 2.32 -3.52 5.80
C 2.03 -2.38 6.53
C 2.25 -1.14 5.96
Cl 1.94 0.31 6.87
C 2.75 -1.03 4.67
C 3.03 -2.18 3.95
C -0.07 -4.56 3.18
N -0.48 -3.53 2.23
C 0.06 -2.34 2.02
N -0.59 -1.77 1.01
C -1.57 -2.66 0.69
N -1.52 -3.74 1.41
H 0.61 -7.79 5.25
H 0.02 -6.14 5.18
H 1.75 -6.47 5.22
H -0.54 -8.61 3.37
H -0.59 -7.78 1.81
H -1.38 -7.08 3.22
H 1.82 -8.85 3.31
H 2.94 -7.50 3.24
H 2.04 -7.99 1.80
H 1.02 -6.42 0.80
H 2.27 -4.05 1.88
H 2.93 -5.66 1.85
H 4.23 -4.55 3.39
H 3.21 -5.54 4.39
H 2.16 -4.49 6.26
H 1.65 -2.44 7.54
H 2.93 -0.05 4.24
H 3.44 -2.10 2.95
H 0.37 -4.06 4.04
H -0.98 -5.06 3.48
H 0.90 -1.94 2.56
H -2.30 -2.49 -0.07

Entry from the Open Molecules 2025 dataset: a 6-piece molecular cluster, H12O6 overall at a distorted geometry (ωB97M-V with the def2-TZVPD basis set).

Properties
ΔE to the lowest compared entry with this formula, charge and spin = 301.0 kJ/mol
LUMO energy = 0.036 eV
F_max = 0.202 hartree/bohr
frontier orbital gap = 0.35644 Eh
SMILES = O.O.O.O.O.O
molar mass = 108.09 g/mol

CARTESIAN COORDINATES (ANGSTROEM)
O 1.16 0.07 -2.64
H 2.05 0.16 -2.61
H 1.00 0.68 -3.37
O -0.53 0.63 -0.46
H -0.64 -0.08 -0.03
H 0.09 0.33 -1.26
O 0.20 1.44 1.90
H -0.15 1.29 0.98
H 0.77 0.88 2.28
O -3.12 1.01 -1.46
H -3.66 1.23 -0.74
H -2.28 0.80 -1.20
O -0.14 -1.94 0.81
H -0.97 -1.95 0.41
H 0.32 -2.69 0.55
O 1.78 -0.41 2.55
H 1.40 -0.86 1.89
H 2.74 -0.58 2.40

Entry from the Open Molecules 2025 dataset: C13H19GaP2 as an isolated structure at a distorted geometry (ωB97M-V with the def2-TZVPD basis set).

Properties
ΔE to the lowest compared entry with this formula, charge and spin = 105.5 kJ/mol
LUMO energy = 0.095 eV
F_max = 0.081 hartree/bohr
frontier orbital gap = 0.16883 Eh
molar mass = 306.97 g/mol

CARTESIAN COORDINATES (ANGSTROEM)
C 1.07 1.13 -1.63
C 1.80 -0.08 -1.45
C 0.92 -1.16 -1.76
C -0.34 -0.62 -2.19
C -0.26 0.80 -2.10
Ga -0.32 0.17 0.33
P -0.48 1.93 1.75
H 1.49 2.14 -1.62
H 2.85 -0.17 -1.21
H 1.20 -2.21 -1.82
H -0.98 1.51 -2.52
H -1.16 -1.20 -2.63
H -1.59 2.67 1.20
H 0.78 2.59 1.88
H -0.87 1.22 2.94
C 0.78 -1.29 3.06
P -0.54 -1.58 1.84
C 0.15 -2.98 0.93
C -1.90 -2.12 2.94
C -3.03 -1.32 3.21
C -3.93 -1.71 4.22
C -3.69 -2.87 4.96
C -2.55 -3.64 4.73
C -1.66 -3.26 3.72
H 1.73 -1.04 2.58
H 0.91 -2.21 3.65
H 0.53 -0.47 3.74
H 0.23 -3.87 1.56
H -0.47 -3.21 0.05
H 1.15 -2.71 0.57
H -3.17 -0.39 2.67
H -4.81 -1.10 4.42
H -4.40 -3.17 5.74
H -2.34 -4.52 5.32
H -0.73 -3.82 3.58

Entry from the Open Molecules 2025 dataset: C34H42Cl3N6O4PbSSi2 as an isolated structure (ωB97M-V with the def2-TZVPD basis set).

Properties
ΔE to the lowest compared entry with this formula, charge and spin = 0.0 kJ/mol
total charge = -1
LUMO energy = 2.398 eV
F_max = 0.004 hartree/bohr
frontier orbital gap = 0.27063 Eh
molar mass = 1000.55 g/mol

CARTESIAN COORDINATES (ANGSTROEM)
Pb -0.20 -0.01 -0.37
C 3.61 1.14 -0.39
Si 3.13 0.69 1.36
C 4.33 1.54 2.54
C 3.27 -1.14 1.70
N 1.43 1.13 1.68
C 1.02 0.45 2.90
C 1.47 0.99 4.10
C 1.33 0.33 5.31
C 0.80 -0.96 5.27
C 0.33 -1.49 4.09
C 0.31 -0.78 2.86
N -0.34 -1.26 1.74
Si -1.59 -2.44 1.96
C -0.93 -4.21 1.98
C -2.63 -2.24 3.53
C -2.89 -2.33 0.60
H 4.00 2.16 -0.46
H 2.79 1.06 -1.10
H 4.42 0.47 -0.72
H 5.35 1.41 2.15
H 4.29 1.10 3.53
H 4.15 2.61 2.63
H 4.15 -1.56 1.20
H 2.38 -1.70 1.37
H 3.37 -1.31 2.77
H 1.94 1.97 4.07
H 1.68 0.77 6.23
H 0.75 -1.55 6.18
H -0.04 -2.50 4.10
H -0.32 -4.41 1.09
H -1.75 -4.93 1.98
H -0.31 -4.41 2.85
H -2.14 -2.41 4.48
H -3.47 -2.95 3.44
H -3.06 -1.23 3.55
H -2.82 -1.46 -0.06
H -3.87 -2.24 1.08
H -2.93 -3.22 -0.03
S -0.42 4.61 1.58
C 1.22 4.75 1.13
C 1.85 3.55 1.16
C 1.00 2.48 1.56
C -0.28 2.91 1.82
C -1.53 2.18 2.15
C -2.07 2.22 3.43
C -3.32 1.67 3.64
C -4.00 1.11 2.57
C -3.36 1.07 1.33
N -2.15 1.59 1.13
H 1.63 5.71 0.85
H 2.89 3.43 0.88
H -1.51 2.68 4.24
H -3.77 1.69 4.62
H -4.99 0.68 2.68
H -3.82 0.62 0.45
N 1.79 -1.54 -1.16
C 1.70 -3.00 -1.04
C 0.77 -3.59 -2.09
C -0.70 -3.25 -1.89
N -0.95 -1.82 -2.01
H 1.76 -1.26 -2.14
H 2.67 -1.21 -0.79
H 1.34 -3.25 -0.04
H 2.69 -3.46 -1.16
H 0.87 -4.68 -2.07
H 1.09 -3.26 -3.08
H -1.01 -3.58 -0.90
H -1.31 -3.81 -2.62
H -1.94 -1.57 -1.98
H -0.58 -1.47 -2.89
O 0.91 3.10 -1.95
C 0.92 2.29 -2.86
N 1.06 0.93 -2.73
C 1.03 0.36 -3.96
O 1.13 -0.85 -4.19
C 0.84 1.42 -5.01
C 0.71 1.36 -6.38
C 0.50 2.56 -7.06
C 0.43 3.77 -6.38
C 0.56 3.82 -4.99
C 0.76 2.62 -4.33
H 0.75 0.41 -6.90
H 0.39 2.55 -8.14
H 0.26 4.68 -6.93
H 0.49 4.75 -4.44
Cl -2.30 -0.08 -4.71
C -3.90 -0.41 -3.98
Cl -4.05 -2.18 -3.74
Cl -5.16 0.11 -5.11
C -3.97 0.35 -2.57
O -4.73 1.30 -2.51
O -3.20 -0.16 -1.72

The lowest F_max belongs to which entry? C34H42Cl3N6O4PbSSi2

Look up the molar mass of the tenth one. 108.09 g/mol

Number 4 is which compound? C3H10OSi